Entry 1:
{
  "formula": "C20H33BNO3S2",
  "method": "the ωB97M-V functional and the def2-TZVPD basis",
  "total_charge": -1,
  "energy_ev": -51257.0398,
  "orbital_gap_ev": 6.57,
  "homo_ha": -0.147,
  "species": ["C", "C", "N", "C", "C", "C", "S", "S", "C", "C", "C", "B", "O", "C", "C", "C", "C", "C", "O", "C", "C", "C", "C", "C", "C", "C", "O", "H", "H", "H", "H", "H", "H", "H", "H", "H", "H", "H", "H", "H", "H", "H", "H", "H", "H", "H", "H", "H", "H", "H", "H", "H", "H", "H", "H", "H", "H", "H", "H", "H"],
  "xyz": [[2.2728, 1.2985, 3.8973], [0.8375, 0.9582, 4.2868], [-0.1610, 1.8219, 3.6506], [-1.3608, 2.0159, 4.4818], [-2.3238, 0.8282, 4.5027], [-0.4219, 1.5838, 2.3090], [0.2954, 0.4212, 1.4030], [-1.6669, 2.6549, 1.6721], [-1.4703, 2.5759, -0.1184], [-2.5366, 1.7623, -0.8902], [-3.2214, 0.6117, -0.1489], [-3.6141, -0.6501, -1.1208], [-3.6667, -1.9215, -0.2788], [-2.6993, -2.8157, -0.7304], [-2.3130, -2.3068, -2.1262], [-0.9450, -2.6724, -2.6815], [0.2204, -2.3373, -1.7422], [0.9131, -3.5660, -1.1364], [1.1767, -1.5360, -2.4458], [1.5717, -0.3915, -1.7222], [2.8182, 0.1946, -2.3239], [3.8257, -0.6128, -2.8466], [4.9878, -0.0509, -3.3521], [5.1688, 1.3253, -3.3358], [4.1632, 2.1373, -2.8260], [2.9983, 1.5727, -2.3258], [-2.5344, -0.9358, -2.1109], [2.9576, 0.9087, 4.6529], [2.5414, 0.8307, 2.9521], [2.3952, 2.3754, 3.7880], [0.6278, -0.1028, 4.1217], [0.7405, 1.1399, 5.3600], [-1.8878, 2.9158, 4.1680], [-1.0186, 2.2093, 5.4998], [-2.0068, 0.0553, 5.2050], [-2.4480, 0.3795, 3.5171], [-3.3084, 1.1744, 4.8236], [-0.4556, 2.2514, -0.3433], [-1.5277, 3.6270, -0.4168], [-2.0438, 1.3718, -1.7858], [-3.2849, 2.4822, -1.2342], [-2.5868, 0.2136, 0.6481], [-4.1582, 0.9820, 0.2819], [-4.7280, -0.5170, -1.6550], [-3.1390, -3.8223, -0.8212], [-1.8505, -2.9105, -0.0276], [-3.0477, -2.7901, -2.8040], [-0.9516, -3.7309, -2.9580], [-0.7951, -2.0802, -3.5860], [-0.2138, -1.7599, -0.9189], [1.9982, -3.4494, -1.1557], [0.6676, -4.4809, -1.6799], [0.6094, -3.7221, -0.0995], [1.7865, -0.6699, -0.6818], [0.7658, 0.3503, -1.7200], [3.6903, -1.6863, -2.8626], [5.7597, -0.7004, -3.7477], [6.0812, 1.7644, -3.7190], [4.2977, 3.2118, -2.8127], [2.2191, 2.2138, -1.9288]],
  "atomic_forces_ev_per_a": [[0.0, -0.3, -0.3], [0.3, 0.2, 0.4], [-0.4, -0.9, -0.2], [-0.1, 0.2, 0.3], [-0.1, 0.0, 0.1], [-0.1, 0.3, 0.1], [0.2, 0.0, 0.0], [0.2, 0.2, 0.1], [-0.2, 0.1, -0.4], [0.1, 0.1, 0.1], [-0.2, 0.0, -0.6], [-0.1, -0.4, 0.5], [0.1, 0.1, 0.0], [-0.3, -0.1, 0.0], [-0.6, -0.4, -0.5], [0.2, 0.2, 0.2], [-0.3, -0.2, 0.1], [0.0, -0.1, 0.1], [0.1, 0.0, 0.0], [0.1, -0.3, -0.1], [0.0, 0.1, -0.1], [-0.1, 0.0, 0.0], [0.1, 0.0, 0.0], [-0.1, 0.0, 0.0], [0.2, -0.1, 0.0], [0.1, 0.1, 0.0], [0.4, 0.2, 0.2], [0.0, 0.1, 0.1], [0.0, 0.1, 0.0], [0.1, 0.0, 0.1], [0.0, 0.0, -0.2], [-0.1, 0.0, 0.0], [0.1, 0.0, -0.2], [0.1, 0.1, -0.1], [0.1, 0.0, -0.1], [0.0, 0.0, 0.0], [0.0, 0.0, 0.0], [0.0, -0.2, 0.2], [0.0, 0.0, 0.1], [0.0, 0.0, 0.0], [-0.1, -0.1, -0.1], [0.1, 0.0, 0.0], [0.1, 0.0, 0.4], [0.1, 0.1, -0.2], [0.1, -0.1, 0.1], [0.1, 0.2, -0.1], [0.0, 0.1, -0.1], [0.1, 0.0, 0.0], [-0.1, -0.1, -0.1], [0.2, 0.3, -0.1], [0.0, 0.1, 0.0], [0.1, 0.0, -0.1], [0.0, 0.0, 0.0], [0.0, 0.1, 0.0], [0.0, 0.0, 0.1], [-0.1, 0.0, 0.0], [0.0, 0.0, 0.0], [0.0, 0.0, 0.0], [0.0, 0.0, 0.0], [0.0, 0.0, 0.0]],
  "mulliken_charge": [-1.257, -0.580, 0.109, -1.011, -0.746, -0.024, -0.246, -0.084, -0.169, -0.277, -0.437, 0.926, -0.665, -0.306, -0.011, -1.197, 1.812, -1.600, -0.477, 0.249, 0.134, -0.353, -0.519, -0.455, -0.613, -0.326, -0.816, 0.406, 0.268, 0.300, 0.312, 0.564, 0.446, 0.507, 0.315, 0.164, 0.336, -0.342, 0.506, 0.202, 0.245, 0.012, 0.176, -0.369, 0.273, 0.120, 0.232, 0.398, 0.311, -0.485, 0.385, 0.341, 0.310, 0.194, 0.028, 0.322, 0.364, 0.362, 0.391, 0.348]
}

***

Entry 2:
{
  "formula": "C25H24F3N2O4S2",
  "method": "the ωB97M-V functional and the def2-TZVPD basis",
  "total_charge": -1,
  "energy_ev": -67305.1982,
  "orbital_gap_ev": 4.01,
  "homo_ha": -0.081,
  "species": ["C", "C", "O", "C", "C", "N", "C", "C", "C", "C", "C", "C", "C", "C", "C", "C", "C", "C", "C", "O", "H", "H", "H", "H", "H", "H", "H", "H", "H", "H", "H", "H", "H", "H", "H", "H", "C", "N", "S", "C", "F", "F", "F", "S", "C", "C", "C", "C", "C", "C", "O", "O", "H", "H", "H", "H", "H", "H", "H", "H"],
  "xyz": [[-1.0803, -3.1831, -3.9227], [-1.6292, -3.1029, -2.5217], [-0.7905, -2.1445, -1.7639], [-1.2041, -1.8517, -0.5113], [-0.4667, -0.7116, 0.1446], [-0.0577, -1.0290, 1.3148], [0.9832, -1.4938, 1.9771], [0.7672, -2.4222, 3.1010], [1.6015, -2.4793, 4.2509], [1.3246, -3.3847, 5.2582], [0.3049, -4.3228, 5.1217], [-0.5135, -4.2968, 3.9636], [-0.3084, -3.3062, 3.0003], [2.3336, -1.1200, 1.5637], [3.4203, -1.9991, 1.7801], [4.6851, -1.6957, 1.3183], [4.8848, -0.4753, 0.6582], [3.7998, 0.3582, 0.3511], [2.5163, 0.0566, 0.8145], [-2.0396, -2.5122, 0.0874], [-1.8163, -3.6587, -4.5744], [-0.8579, -2.2035, -4.3502], [-0.1754, -3.7949, -4.0110], [-2.6505, -2.6834, -2.5172], [-1.6126, -4.1071, -2.0671], [-0.1628, 0.1831, -0.4354], [2.4565, -1.7964, 4.3505], [1.9079, -3.3769, 6.1895], [0.1189, -5.0891, 5.8763], [-1.2974, -5.0365, 3.8046], [-0.9674, -3.2185, 2.1219], [3.2422, -2.9473, 2.3068], [5.5012, -2.4126, 1.4515], [5.8900, -0.1666, 0.3597], [3.9274, 1.2627, -0.2390], [1.6585, 0.6976, 0.6067], [-0.5591, 3.5741, 0.3684], [-1.5710, 4.2962, -0.3988], [-2.5049, 5.4884, 0.6088], [-4.2535, 5.0887, 0.8569], [-4.9726, 6.2554, 0.7986], [-4.8128, 4.2213, -0.0355], [-4.4150, 4.5647, 2.1105], [-0.8152, 4.9593, -1.8142], [-0.7038, 3.3097, -2.5910], [0.4306, 2.8170, -3.2490], [0.4705, 1.4917, -3.7039], [-0.6564, 0.6690, -3.6025], [-1.8090, 1.1725, -2.9914], [-1.8317, 2.4883, -2.4965], [-1.7743, 5.7756, -2.5127], [0.4531, 5.5375, -1.4420], [-1.0298, 3.2983, 1.3134], [-0.2957, 2.6547, -0.1482], [0.3668, 4.1634, 0.5159], [1.2696, 3.5049, -3.3682], [1.3721, 1.0679, -4.1516], [-0.6381, -0.3508, -3.9948], [-2.6895, 0.5262, -2.9154], [-2.7243, 2.8900, -2.0159]],
  "atomic_forces_ev_per_a": [[0.2, -0.2, -0.5], [0.4, 0.9, 0.8], [-0.4, -0.8, -1.3], [-0.8, 1.7, 2.0], [-0.9, 0.3, -2.3], [1.2, -2.7, 1.2], [0.1, 1.9, 0.4], [0.3, -0.1, 0.2], [-0.3, 0.4, -0.7], [0.1, -0.4, 0.6], [-0.8, -0.3, -0.8], [0.6, 0.6, 0.4], [-0.5, -0.7, 0.1], [-0.6, 0.1, 0.6], [0.0, -0.3, 0.0], [-0.2, 0.3, 0.0], [0.2, 0.4, -0.5], [-0.1, -0.2, 0.4], [0.6, -0.4, -0.2], [0.1, -0.7, -0.7], [-0.1, 0.0, 0.0], [-0.1, -0.1, 0.1], [0.0, 0.2, 0.3], [0.3, -0.4, 0.1], [-0.1, 0.6, 0.2], [0.5, -0.7, -0.3], [-0.5, -0.2, -0.1], [-0.1, 0.0, -0.5], [0.1, 0.3, -0.1], [0.1, 0.2, 0.2], [0.4, -0.1, 0.5], [0.1, 0.5, -0.3], [-0.2, 0.4, 0.1], [-0.3, -0.2, -0.1], [0.2, -0.1, 0.1], [0.4, -0.2, 0.1], [0.3, -0.2, 0.9], [-1.3, 1.8, 0.5], [2.0, 0.1, -1.1], [-1.2, -1.1, -0.5], [0.9, -1.2, 0.3], [0.7, 0.8, 0.9], [-0.2, 0.6, -1.2], [-1.1, -0.5, 0.1], [0.1, -0.5, -0.6], [0.2, 0.4, 0.4], [-0.2, 0.1, -0.2], [0.0, 0.5, 0.3], [0.1, 0.4, -0.2], [-0.3, -0.3, 0.0], [0.4, -0.5, 0.4], [-0.4, -0.6, -0.5], [0.3, 0.0, 0.0], [-0.1, -0.1, -0.1], [-0.6, -0.2, 0.1], [0.0, -0.4, 0.1], [-0.2, 0.4, 0.1], [0.1, 0.5, 0.3], [0.3, 0.4, 0.1], [0.2, -0.3, -0.1]],
  "mulliken_charge": [-1.100, -0.231, -0.288, 0.462, -0.114, -0.378, -0.326, 0.405, -0.378, -0.606, -0.380, -0.622, -0.280, 0.794, -0.436, -0.659, -0.433, -0.597, -0.416, -0.681, 0.369, 0.264, 0.263, 0.261, 0.317, 0.061, 0.462, 0.325, 0.340, 0.371, 0.313, 0.394, 0.356, 0.331, 0.386, 0.443, -0.803, -0.150, -0.114, 0.698, -0.224, -0.209, -0.214, 1.267, -0.108, -0.458, -0.570, 0.442, -0.378, -0.196, -0.640, -0.654, 0.472, 0.152, 0.365, 0.418, 0.385, -0.166, 0.368, 0.324]
}

***

Entry 3:
{
  "formula": "C4H6OS",
  "method": "the ωB97M-V functional and the def2-TZVPD basis",
  "energy_ev": -17123.2521,
  "orbital_gap_ev": 7.91,
  "e_above_lowest_kcal_mol": 112.5,
  "homo_ha": -0.338,
  "smiles": "C[C@H]1O[C@H]1C=S",
  "species": ["C", "C", "C", "C", "H", "H", "H", "H", "H", "H", "O", "S"],
  "xyz": [[0.8465, -0.9011, 0.9755], [-0.0989, -0.9317, -0.2893], [-0.7363, 0.3083, -0.8638], [-0.4712, 1.7382, -0.4524], [0.3656, 0.0874, 1.6164], [1.0163, -2.0461, 1.5289], [1.9750, -0.5483, 0.8233], [-0.3313, -1.9831, -0.8076], [-1.1005, -0.0189, -1.8966], [-0.6797, 2.1030, 0.6355], [-1.4247, -0.5749, 0.1219], [0.6393, 2.7672, -1.3918]],
  "atomic_forces_ev_per_a": [[1.4, 0.9, 1.0], [-0.7, -2.4, 1.9], [-1.3, -2.0, -0.3], [3.7, 1.9, -0.8], [1.3, -3.4, -1.2], [-1.2, 3.7, -1.4], [-2.4, -0.8, -0.3], [1.7, 2.5, 0.4], [0.5, 1.6, 1.2], [-0.1, -0.9, -2.2], [0.4, 1.8, -0.9], [-3.3, -2.8, 2.3]],
  "mulliken_charge": [-0.803, 0.137, 0.009, -0.466, 0.186, 0.242, 0.245, 0.304, 0.365, 0.336, -0.403, -0.152]
}

***

Entry 4:
{
  "formula": "C16H37N2O5S",
  "method": "the ωB97M-V functional and the def2-TZVPD basis",
  "total_charge": -1,
  "energy_ev": -41244.4653,
  "orbital_gap_ev": 7.31,
  "homo_ha": -0.178,
  "species": ["C", "C", "O", "O", "C", "C", "S", "O", "O", "O", "H", "H", "H", "H", "H", "H", "H", "C", "C", "N", "C", "C", "C", "C", "H", "H", "H", "H", "H", "H", "H", "H", "H", "H", "H", "H", "H", "H", "H", "C", "C", "N", "C", "C", "C", "C", "H", "H", "H", "H", "H", "H", "H", "H", "H", "H", "H", "H", "H", "H", "H"],
  "xyz": [[0.6901, 1.2036, 4.4700], [2.2977, 1.3103, 4.4157], [2.8712, 0.9009, 3.4011], [2.9249, 1.8429, 5.5730], [3.5555, 3.1254, 5.3278], [2.5318, 4.3354, 5.0852], [2.0195, 4.5667, 3.3114], [0.5472, 4.1890, 3.2010], [2.1433, 6.0346, 2.9062], [2.9969, 3.7219, 2.3319], [0.4798, 0.4361, 5.3003], [0.2594, 2.1939, 4.8140], [0.2901, 0.8369, 3.4765], [4.1247, 3.3853, 6.2938], [4.3482, 3.1071, 4.5070], [1.6220, 4.3061, 5.7827], [3.1117, 5.2909, 5.3596], [2.2226, -2.3040, 2.3691], [1.3725, -3.2365, 1.5140], [-0.0632, -3.0664, 1.7090], [-0.8565, -4.1347, 1.1101], [-0.8245, -4.2769, -0.4117], [-0.5831, -1.7175, 1.5135], [-0.3569, -1.0593, 0.1533], [1.9765, -2.4069, 3.4294], [3.2806, -2.5530, 2.2464], [2.0998, -1.2586, 2.0817], [1.6443, -4.2613, 1.7912], [1.6586, -3.1112, 0.4613], [-1.8994, -4.0335, 1.4317], [-0.5233, -5.0852, 1.5442], [-1.4119, -3.5006, -0.9032], [-1.2652, -5.2366, -0.6987], [0.1914, -4.2551, -0.8115], [-0.1474, -1.0690, 2.2799], [-1.6561, -1.7073, 1.7359], [0.6617, -1.1960, -0.2155], [-0.5281, 0.0186, 0.2354], [-1.0535, -1.4330, -0.5985], [-2.2640, 2.3020, -6.0778], [-1.5239, 1.0430, -5.6412], [-1.2744, 0.9758, -4.2066], [-0.3325, -0.0759, -3.8344], [-0.7506, -1.5245, -4.0859], [-2.4428, 1.1008, -3.3431], [-3.5734, 0.0882, -3.5256], [-1.7382, 3.2022, -5.7489], [-2.3277, 2.3322, -7.1696], [-3.2846, 2.3316, -5.6914], [-0.5613, 1.0415, -6.1638], [-2.0763, 0.1645, -6.0006], [-0.0665, 0.0343, -2.7775], [0.6041, 0.1030, -4.3757], [-1.4906, -1.8640, -3.3602], [0.1193, -2.1793, -3.9804], [-1.1492, -1.6755, -5.0916], [-2.8614, 2.1036, -3.4774], [-2.1218, 1.0856, -2.2961], [-3.8192, -0.0832, -4.5760], [-4.4801, 0.4610, -3.0386], [-3.3383, -0.8700, -3.0620]],
  "atomic_forces_ev_per_a": [[1.2, -0.2, 1.5], [-0.8, -1.0, -2.8], [-0.8, 1.2, 3.5], [-0.6, 0.2, -1.9], [0.8, 1.5, 0.6], [1.1, 0.2, 0.9], [-0.2, 0.7, -6.2], [3.1, -0.2, 1.1], [0.3, -2.8, 2.1], [-3.2, 2.3, 4.4], [0.1, 1.0, -1.2], [0.5, -1.2, -0.8], [0.6, 0.7, 1.3], [-1.0, -0.6, -1.3], [-1.4, -0.2, 0.8], [1.2, -0.2, -1.3], [-0.9, -1.4, -0.6], [-0.1, 0.1, -0.1], [0.1, 0.1, 0.2], [-0.3, -0.3, 0.1], [0.1, -0.1, 0.2], [-0.2, -0.1, -0.2], [0.2, 0.2, 0.2], [-0.1, 0.2, -0.2], [-0.1, 0.0, -0.1], [-0.1, 0.0, 0.0], [0.1, 0.0, 0.1], [-0.3, -0.1, -0.1], [0.1, 0.0, -0.1], [0.1, 0.2, 0.0], [0.1, 0.1, 0.0], [0.1, 0.0, 0.0], [0.0, 0.0, 0.0], [0.0, 0.0, 0.0], [0.1, -0.1, -0.1], [0.1, -0.3, 0.0], [0.0, 0.0, 0.0], [0.1, -0.1, 0.0], [0.1, 0.0, -0.1], [0.0, 0.0, 0.0], [-0.1, 0.1, 0.1], [0.2, -0.1, 0.1], [0.2, 0.1, 0.0], [0.0, -0.2, 0.1], [-0.1, 0.3, 0.0], [-0.2, -0.1, 0.2], [-0.1, -0.1, 0.1], [0.0, 0.0, 0.1], [0.0, 0.0, 0.0], [0.0, -0.1, 0.2], [-0.1, -0.1, -0.1], [-0.2, 0.1, -0.1], [-0.1, 0.1, -0.1], [0.0, 0.0, -0.1], [0.0, 0.0, 0.0], [0.0, 0.0, 0.0], [0.1, 0.0, -0.1], [0.2, -0.1, -0.2], [0.1, 0.0, 0.0], [0.1, 0.0, 0.0], [0.0, 0.0, -0.1]],
  "mulliken_charge": [-0.570, 0.582, -0.505, -0.387, -0.374, -0.755, 1.141, -0.677, -0.714, -0.672, 0.339, 0.289, -0.050, 0.329, 0.322, 0.318, 0.370, -1.420, -0.286, 0.149, -0.734, -0.828, -0.802, -0.623, 0.277, 0.447, 0.292, 0.455, 0.216, 0.366, 0.395, 0.095, 0.443, 0.258, 0.030, 0.356, 0.289, 0.552, 0.094, -1.434, -0.332, 0.125, -0.692, -0.856, -0.633, -0.918, 0.328, 0.434, 0.297, 0.433, 0.259, 0.327, 0.397, 0.030, 0.404, 0.342, 0.365, 0.273, 0.244, 0.384, 0.216]
}